C36H38FN7O3ReS2Si | ωB97M-V with the def2-TZVPD basis set

Atoms and positions in Å:
Re: 0.50 -0.56 -0.33
C: 2.51 -2.38 0.28
Si: 2.88 -0.98 1.49
C: 2.71 -1.70 3.18
C: 4.50 -0.19 1.05
N: 1.52 0.19 1.20
C: 1.17 1.11 2.18
C: 2.13 1.60 3.10
C: 1.79 2.47 4.11
C: 0.47 2.90 4.25
C: -0.49 2.47 3.35
C: -0.13 1.61 2.34
F: -1.09 1.21 1.48
H: 2.84 -3.31 0.76
H: 3.04 -2.28 -0.66
H: 1.44 -2.59 0.05
H: 3.57 -2.35 3.39
H: 1.81 -2.31 3.23
H: 2.66 -0.96 3.98
H: 5.24 -0.96 0.85
H: 4.88 0.45 1.84
H: 4.39 0.42 0.14
H: 3.16 1.29 2.99
H: 2.55 2.82 4.79
H: 0.20 3.56 5.06
H: -1.52 2.79 3.42
O: -1.21 -2.35 3.31
C: -1.91 -3.34 2.70
C: -2.50 -4.28 3.54
C: -3.24 -5.32 3.01
C: -3.41 -5.44 1.63
C: -2.82 -4.53 0.80
C: -2.05 -3.47 1.31
C: -1.40 -2.56 0.37
O: -0.73 -1.51 0.89
N: -1.44 -2.76 -0.90
N: -0.75 -1.76 -1.61
C: -1.05 -1.78 -2.87
S: -2.06 -3.02 -3.54
C: -2.24 -2.22 -5.16
C: -0.99 -1.42 -5.46
S: -0.57 -0.50 -3.95
H: -0.89 -1.73 2.64
H: -2.37 -4.17 4.61
H: -3.69 -6.04 3.68
H: -4.01 -6.25 1.23
H: -2.95 -4.60 -0.27
H: -3.13 -1.59 -5.13
H: -2.39 -3.01 -5.90
H: -1.16 -0.69 -6.25
H: -0.15 -2.06 -5.72
N: -4.67 1.80 -3.19
C: -3.65 1.97 -2.69
C: -2.34 2.15 -2.13
C: -1.65 3.35 -2.23
C: -0.36 3.41 -1.73
C: 0.21 2.27 -1.18
N: -0.47 1.11 -1.10
C: -1.73 1.06 -1.53
H: -2.11 4.21 -2.68
H: 0.21 4.32 -1.75
H: 1.21 2.27 -0.79
H: -2.27 0.13 -1.39
C: 5.08 -0.55 -5.20
N: 4.17 -0.96 -4.14
N: 3.59 -0.06 -3.28
C: 2.65 -0.72 -2.55
O: 2.05 -0.08 -1.59
C: 2.63 -2.05 -2.98
C: 3.58 -2.15 -3.98
C: 3.96 -3.32 -4.81
C: 4.14 1.23 -3.00
C: 3.33 2.34 -3.12
C: 3.86 3.59 -2.81
C: 5.18 3.71 -2.40
C: 5.98 2.58 -2.29
C: 5.46 1.33 -2.58
H: 5.16 0.53 -5.20
H: 4.70 -0.88 -6.16
H: 6.07 -0.98 -5.03
H: 2.02 -2.84 -2.59
H: 3.42 -4.20 -4.49
H: 5.03 -3.53 -4.74
H: 3.74 -3.14 -5.87
H: 2.32 2.23 -3.47
H: 3.24 4.47 -2.91
H: 5.59 4.68 -2.17
H: 7.01 2.67 -1.98
H: 6.07 0.44 -2.48

## Properties
Frontier orbital gap (spin up / spin down) in eV: 5.5061 / 6.1860
Total charge: +2
Max |F| in eV Å⁻¹: 1.67
E in eV: -88905.5862
Multiplicity: 2

=====

C36H38N4O5S2Ti | ωB97M-V with the def2-TZVPD basis set

Atoms and positions in Å:
Ti: 0.27 -0.38 -0.73
C: 1.15 -0.27 3.07
C: 1.22 0.88 2.14
N: 0.84 0.82 0.87
C: 0.99 2.08 0.34
C: 1.49 2.91 1.32
N: 1.63 2.13 2.43
C: 1.90 4.35 1.32
O: 1.74 5.01 0.20
O: 2.34 4.83 2.34
C: 0.44 2.31 -1.04
O: 0.56 3.42 -1.56
O: -0.17 1.30 -1.51
H: 1.33 -1.19 2.50
H: 0.15 -0.34 3.51
H: 1.87 -0.18 3.88
H: 1.99 2.48 3.31
H: 1.33 4.48 -0.55
S: 1.47 -2.18 0.24
C: 2.77 -2.49 -0.90
N: 3.43 -3.71 -0.73
C: 4.73 -3.73 -1.35
C: 4.72 -3.08 -2.75
N: 4.22 -1.72 -2.69
C: 5.23 -0.67 -2.64
C: 6.11 -0.80 -1.43
C: 5.58 -0.69 -0.14
C: 6.37 -0.92 0.97
C: 7.71 -1.24 0.82
C: 8.26 -1.31 -0.45
C: 7.46 -1.12 -1.56
C: 3.14 -1.56 -1.82
S: 2.22 -0.08 -2.01
C: 2.58 -4.88 -0.96
C: 2.23 -5.03 -2.42
C: 2.93 -5.92 -3.24
C: 2.71 -5.95 -4.60
C: 1.78 -5.10 -5.17
C: 1.06 -4.23 -4.37
C: 1.30 -4.18 -3.01
H: 5.08 -4.76 -1.42
H: 5.41 -3.17 -0.70
H: 4.06 -3.65 -3.41
H: 5.72 -3.08 -3.17
H: 4.69 0.29 -2.63
H: 5.83 -0.73 -3.55
H: 4.53 -0.44 -0.01
H: 5.93 -0.85 1.96
H: 8.32 -1.43 1.69
H: 9.31 -1.53 -0.57
H: 7.89 -1.21 -2.55
H: 1.68 -4.73 -0.36
H: 3.12 -5.76 -0.60
H: 3.66 -6.59 -2.80
H: 3.28 -6.63 -5.22
H: 1.63 -5.11 -6.24
H: 0.33 -3.57 -4.81
H: 0.75 -3.47 -2.40
C: -1.39 -3.50 0.05
C: -1.68 -2.01 0.08
O: -1.17 -1.31 -0.93
H: -2.31 -4.05 -0.15
H: -0.68 -3.74 -0.74
H: -0.98 -3.85 0.99
C: -4.04 -0.16 2.40
C: -3.19 -0.20 1.12
C: -2.29 1.04 1.15
C: -2.43 -1.51 1.08
C: -4.08 -0.23 -0.12
C: -3.79 0.48 -1.28
C: -4.60 0.37 -2.40
C: -5.70 -0.47 -2.39
C: -5.99 -1.19 -1.24
C: -5.19 -1.07 -0.13
H: -3.41 -0.03 3.27
H: -4.59 -1.09 2.54
H: -4.75 0.67 2.36
H: -1.70 1.05 2.08
H: -2.90 1.94 1.12
H: -1.61 1.05 0.30
H: -2.71 -2.22 1.85
H: -2.93 1.13 -1.32
H: -4.34 0.93 -3.28
H: -6.32 -0.56 -3.27
H: -6.84 -1.86 -1.22
H: -5.44 -1.64 0.75

## Properties
Frontier orbital gap in eV: 6.0490
Max |F| in eV Å⁻¹: 3.03
E in eV: -98936.6623